No. 1
Here is a 14-piece molecular cluster, C76H186N14O14 overall at a distorted geometry from OMol25. Energies are from ωB97M-V/def2-TZVPD.

Results
Gap between HOMO and LUMO   0.325 Eh
HOMO level   -8.37 eV
Energy above the lowest of the compared OMol25 structures with the same formula, charge and spin   2.414 eV
Multiplicity   1
Energy   -4826.74546 hartree

Element x y z (Å)
O  -5.61  -4.27  -4.95
O  -1.12  -7.87  -2.60
O  -6.42  2.48  1.20
O  4.71  -3.07  -6.68
O  -1.20  -3.78  4.35
O  0.56  -0.94  1.49
O  -4.56  6.04  -0.57
O  3.20  -1.00  2.00
O  4.52  4.48  -2.61
O  -4.37  0.58  7.30
O  5.17  -5.32  -0.34
O  -2.40  5.38  -4.65
O  2.08  5.14  1.44
O  2.30  1.79  7.00
N  -1.47  4.36  -4.43
N  0.15  -5.88  -1.25
N  2.31  -4.47  4.79
N  2.58  -4.90  0.39
N  -6.75  -0.34  3.57
N  5.22  1.97  3.03
N  4.46  3.35  7.01
N  -6.33  -0.98  6.51
N  -3.47  7.94  1.73
N  5.75  2.04  -0.33
N  -4.61  -3.27  -5.15
N  -0.13  0.09  0.90
N  3.01  5.84  4.94
N  4.04  -2.93  -5.43
C  4.56  -5.24  -4.72
C  1.10  -3.75  5.03
C  3.60  0.36  2.10
C  2.22  2.95  7.84
C  -0.72  2.18  -5.11
C  -1.44  3.88  -6.87
C  -0.11  4.88  -3.99
C  -4.60  5.90  -2.00
C  0.69  -0.64  -1.24
C  4.83  0.58  2.96
C  -4.16  -0.93  -4.92
C  -5.17  -1.99  -4.54
C  -3.97  -0.59  6.61
C  -3.99  5.53  2.13
C  -0.53  1.18  3.08
C  -1.60  -5.79  0.38
C  -0.86  -6.69  -0.61
C  -1.16  0.61  1.82
C  1.14  1.61  6.22
C  -1.45  -1.57  -0.56
C  4.07  -1.95  1.40
C  1.13  -2.29  4.58
C  -0.56  -0.37  -0.44
C  2.68  -1.11  -6.25
C  3.64  3.35  8.18
C  -2.86  -4.85  -5.72
C  -0.03  -4.48  4.28
C  2.98  6.04  3.46
C  -3.31  -3.73  -4.68
C  -6.55  -1.71  -5.18
C  -6.50  2.54  -0.28
C  2.32  4.81  2.84
C  4.83  3.86  -1.37
C  1.14  4.27  0.89
C  4.31  6.23  2.76
C  4.94  -0.55  -5.51
C  5.08  2.47  -1.57
C  4.52  0.03  4.39
C  4.54  -6.45  0.31
C  -0.35  5.45  -2.67
C  -3.21  -4.23  -3.25
C  3.18  -1.36  -3.84
C  -1.66  3.35  -5.45
C  -1.83  1.75  1.07
C  -3.19  6.25  -0.15
C  -3.77  1.79  6.89
C  -5.05  -1.61  6.94
C  -3.09  6.58  1.35
C  6.27  -3.43  -4.43
C  0.51  5.96  -5.01
C  3.76  -1.52  -5.23
C  0.77  3.67  -3.84
C  -2.27  -2.61  -4.94
C  3.47  -5.85  1.13
C  4.21  -3.39  -3.00
C  -5.94  1.90  3.97
C  -5.38  -2.14  -2.95
C  -6.27  1.13  1.62
C  4.78  -3.72  -4.36
C  -3.09  2.82  -5.33
C  6.27  -5.76  -1.00
C  4.05  5.77  -2.46
C  0.74  2.73  -5.02
C  3.68  4.82  8.69
C  3.87  1.68  -1.83
C  -1.85  -8.92  -3.35
C  -1.89  -7.37  -1.50
C  4.03  -1.94  -2.74
C  2.62  -6.82  1.86
C  -2.73  -1.27  -4.35
C  -2.30  1.35  -0.31
C  -4.76  -2.93  6.29
C  -2.12  -0.49  2.25
C  -1.14  0.84  -1.11
C  -6.81  1.08  3.05
C  -2.07  -4.16  3.31
H  -2.01  6.50  1.62
H  3.99  4.05  -0.68
H  3.98  -5.29  1.93
H  -2.65  -6.72  -1.94
H  4.50  2.39  3.58
H  2.95  3.85  2.88
H  -0.06  0.39  3.72
H  2.74  0.90  2.52
H  -5.63  5.99  -2.33
H  -1.08  -9.35  -3.95
H  -4.89  1.56  3.85
H  -6.16  1.55  4.99
H  0.43  -6.33  -2.12
H  4.17  6.39  1.64
H  -5.96  -4.40  -5.83
H  -1.04  -2.38  0.02
H  -1.88  4.88  -7.14
H  -3.05  -3.43  -2.50
H  -2.24  -6.37  1.07
H  6.67  2.44  -0.25
H  3.01  -3.90  5.21
H  -1.99  3.20  -7.49
H  -5.21  0.82  1.62
H  -4.08  4.96  -2.26
H  1.36  4.49  3.30
H  5.33  -6.86  0.93
H  1.56  2.79  8.67
H  1.03  4.49  -0.20
H  0.20  1.39  6.73
H  -7.35  1.98  -0.60
H  -1.62  -1.38  2.58
H  -2.44  -1.44  -0.17
H  4.09  0.67  -2.11
H  -5.93  -1.25  -2.65
H  5.74  -0.66  -4.72
H  3.32  2.26  -2.55
H  4.04  2.69  8.98
H  -3.35  2.10  -6.13
H  -0.40  1.62  -1.30
H  5.66  1.03  -0.33
H  3.32  -7.50  2.40
H  2.05  -1.92  -6.43
H  5.73  0.11  2.47
H  3.17  1.67  -1.02
H  5.94  -6.39  -1.87
H  6.64  -3.54  -5.44
H  -2.08  6.02  -5.37
H  -5.63  2.04  -0.64
H  -3.95  3.53  -5.33
H  -3.97  6.67  -2.48
H  3.63  -5.20  -5.32
H  -2.78  -1.36  -3.30
H  -6.04  2.97  3.81
H  4.37  -1.63  0.41
H  4.94  -1.37  -2.51
H  -4.99  -1.77  8.02
H  3.17  -0.27  -3.67
H  1.46  0.14  -1.17
H  4.22  -7.22  -0.39
H  4.85  -3.93  -2.30
H  0.43  -0.81  -2.26
H  -0.93  -5.10  0.93
H  -2.65  -8.45  -3.92
H  -5.77  -0.67  3.44
H  -1.58  -1.95  -1.59
H  -7.83  1.46  3.06
H  1.38  3.23  0.97
H  0.28  -4.52  3.19
H  -6.57  3.57  -0.53
H  5.71  2.35  -2.47
H  -2.92  -0.83  1.54
H  0.93  3.28  -5.95
H  -2.16  -5.25  3.20
H  -3.77  5.53  3.18
H  -0.28  6.73  -5.21
H  -2.07  -2.53  -6.01
H  6.92  -6.43  -0.41
H  -7.13  -1.52  6.82
H  4.84  6.40  -2.06
H  -3.87  4.52  1.70
H  -2.65  -4.44  -6.75
H  5.32  2.43  2.14
H  -6.81  -0.38  4.60
H  2.07  -0.25  -5.93
H  0.14  4.45  1.25
H  -0.91  1.47  -5.91
H  -1.75  -3.71  2.38
H  0.60  3.15  -2.86
H  4.16  -3.62  -7.27
H  -3.19  2.34  -4.35
H  2.06  -6.25  2.60
H  -3.60  -5.66  -5.64
H  4.68  5.08  8.93
H  4.79  7.17  3.20
H  -3.17  0.71  -0.16
H  2.50  -4.50  3.80
H  -0.33  -7.42  0.10
H  -0.19  -5.48  4.68
H  6.83  -4.89  -1.36
H  -2.75  1.72  7.11
H  -1.95  -5.30  -5.41
H  3.14  4.85  9.63
H  3.49  -2.87  1.39
H  -0.39  3.88  -7.12
H  0.74  5.52  -6.00
H  -2.31  -5.19  -0.22
H  1.65  -5.21  0.31
H  -4.16  -0.79  -6.04
H  1.46  -0.73  1.39
H  -1.04  1.69  -4.21
H  -3.86  -3.33  6.71
H  0.91  2.45  5.53
H  -4.38  0.09  -4.51
H  -1.99  -0.45  -4.56
H  -4.61  -2.80  5.24
H  1.82  3.78  7.21
H  5.35  -0.83  -6.49
H  -3.09  -3.86  3.56
H  4.55  -5.96  -3.87
H  4.94  -2.12  2.01
H  3.26  -3.89  -2.93
H  3.20  5.49  7.99
H  1.81  4.07  -3.76
H  4.23  -1.04  4.31
H  3.70  6.17  -3.40
H  -4.45  -2.19  -2.38
H  5.72  4.22  -0.93
H  -0.18  -4.89  -1.34
H  6.70  -4.24  -3.78
H  -6.28  -1.58  -6.20
H  2.84  -4.64  -0.52
H  -4.19  -4.66  -3.02
H  3.51  -1.78  -1.80
H  1.34  0.69  5.70
H  -7.08  -0.82  -4.75
H  -6.01  -3.02  -2.75
H  -3.88  -0.47  5.50
H  0.22  -1.72  4.64
H  5.41  3.67  7.10
H  -7.34  -2.43  -5.03
H  -0.65  4.67  -1.92
H  -5.56  -3.62  6.62
H  6.47  -2.43  -4.17
H  -4.39  8.15  1.43
H  4.49  0.45  -5.61
H  -2.68  2.26  -0.75
H  1.92  -7.38  1.27
H  -4.23  2.64  7.46
H  3.94  0.73  1.15
H  1.92  -1.68  5.12
H  -2.67  5.29  -0.20
H  0.89  -3.79  6.10
H  5.36  -5.63  -5.43
H  -2.22  -9.75  -2.65
H  -2.71  -0.21  3.14
H  0.60  5.89  -2.35
H  0.35  1.80  2.81
H  3.27  5.76  -1.72
H  -1.35  -2.98  -4.50
H  -1.05  6.24  -2.68
H  1.52  -2.18  3.53
H  1.48  6.41  -4.74
H  3.42  6.64  5.45
H  -6.40  -0.01  6.81
H  1.54  1.95  -5.02
H  2.32  6.86  3.21
H  -2.65  6.89  -0.85
H  -2.53  2.10  1.79
H  -3.93  1.95  5.86
H  3.16  -0.84  -7.22
H  3.56  5.02  5.25
H  -3.00  -0.90  7.02
H  1.19  -1.57  -0.97
H  -2.37  -8.21  -0.93
H  5.04  5.45  2.98
H  -6.74  0.38  0.95
H  5.33  0.19  5.09
H  3.55  0.52  4.76
H  2.19  -1.84  -3.75
H  -1.07  2.58  1.07
H  4.50  2.44  6.56
H  -1.26  1.76  3.63
H  -2.39  -4.92  -3.19
H  -5.02  5.81  1.92
H  -2.90  8.65  1.32
H  -1.48  0.63  -2.14

Mulliken population analysis, charges in e, atoms 1 to 6: O -0.480; O -0.323; O -0.328; O -0.520; O -0.101; O 1.345

=====

No. 2
Here is CH9N3P as an isolated structure at a distorted geometry from OMol25. Energies are from ωB97M-V/def2-TZVPD.

Results
Gap between HOMO and LUMO   0.324 Eh
HOMO level   -12.99 eV
Energy above the lowest of the compared OMol25 structures with the same formula, charge and spin   0.959 eV
Multiplicity   1
Net charge   +1
Energy   -548.83720 hartree

Element x y z (Å)
P  -0.25  -0.11  -0.04
N  0.77  1.39  -0.74
N  -1.30  -1.75  1.27
N  0.95  -1.10  -0.69
C  0.19  2.53  -0.67
H  1.12  -0.78  -1.63
H  0.73  3.34  -1.10
H  -1.40  -1.09  1.99
H  0.42  0.36  1.06
H  1.82  1.44  -0.95
H  -0.84  2.53  -0.25
H  -0.72  -2.58  1.58
H  0.69  -2.07  -0.74
H  -2.18  -2.11  0.91

natural (NBO) population analysis, charges in e, atoms 1 to 6: P 0.978; N -0.669; N -1.033; N -1.160; C 0.084; H 0.392

=====

No. 3
Here is an isolated ion of composition C5H14NSi and charge +1 at a distorted geometry from OMol25. Energies are from ωB97M-V/def2-TZVPD.

Results
Gap between HOMO and LUMO   0.422 Eh
HOMO level   -14.75 eV
SMILES string   C[Si](C)(C)[C@H]1C[NH2+]1
Energy above the lowest of the compared OMol25 structures with the same formula, charge and spin   1.086 eV
Multiplicity   1
Net charge   +1
Energy   -542.90805 hartree

Element x y z (Å)
Si  -0.12  0.63  0.43
N  -0.02  -2.13  -0.85
C  -0.47  -0.60  -1.06
C  -0.75  -0.35  1.93
C  -1.13  2.18  -0.01
C  1.76  0.92  0.52
C  0.57  -1.26  -1.87
H  -0.97  0.33  2.75
H  2.28  0.15  1.07
H  -0.66  -2.86  -1.13
H  -1.09  2.89  0.81
H  1.95  1.86  1.03
H  2.22  1.01  -0.46
H  1.60  -0.99  -1.70
H  -1.66  -0.90  1.71
H  0.37  -1.54  -2.90
H  -0.73  2.68  -0.89
H  -1.46  -0.58  -1.49
H  -2.17  1.95  -0.19
H  0.51  -2.34  -0.01
H  -0.01  -1.05  2.31

natural (NBO) population analysis, charges in e, atoms 1 to 6: Si 1.553; N -0.547; C -0.373; C -1.107; C -1.098; C -1.113

=====

No. 4
Here is a 4-piece molecular cluster, C28H56FN2O3S2 overall at a distorted geometry from OMol25. Energies are from ωB97M-V/def2-TZVPD.

Results
Gap between HOMO and LUMO   0.288 Eh
HOMO level   -12.76 eV
Multiplicity   1
Net charge   +1
Energy   -2331.64877 hartree

Element x y z (Å)
S  -2.22  4.42  0.42
S  -0.40  -2.84  0.79
F  -4.19  -0.18  0.21
O  0.05  -4.13  0.41
O  -1.67  -2.83  1.44
O  -4.81  1.05  -1.51
N  -0.30  2.17  0.53
N  0.61  1.37  0.99
C  -1.31  1.90  -0.24
C  -6.67  2.18  -7.48
C  -4.21  2.58  -6.94
C  -0.52  -1.75  -0.65
C  2.40  1.09  3.81
C  -2.24  2.99  -0.68
C  3.10  -0.66  5.58
C  6.49  -5.26  -1.24
C  4.00  -3.39  0.86
C  3.56  -3.78  2.27
C  3.54  0.37  6.62
C  -2.82  3.26  2.91
C  -3.67  3.93  -4.16
C  -4.61  2.75  -4.39
C  -2.59  0.22  -1.59
C  3.19  -0.18  4.13
C  -3.96  0.38  -0.96
C  -5.55  3.20  -7.33
C  -4.20  1.87  -5.58
C  -1.46  0.58  -0.67
C  -0.52  -0.29  -0.23
C  5.01  0.77  6.49
C  -3.43  3.99  1.71
C  0.90  0.91  4.02
C  0.53  0.14  0.61
C  4.34  -5.81  0.01
C  5.86  -5.76  0.06
C  3.66  -4.45  -0.19
H  -1.88  3.32  -1.66
H  -6.41  1.43  -8.23
H  2.08  -0.97  5.80
H  2.75  1.93  4.41
H  0.36  1.83  3.75
H  -2.07  3.89  3.38
H  4.02  -6.47  -0.79
H  2.91  1.26  6.57
H  4.06  -4.68  2.62
H  1.29  -0.55  0.94
H  -3.61  3.10  3.63
H  6.20  -5.89  -2.08
H  2.57  -4.61  -0.19
H  3.49  -2.46  0.57
H  2.58  1.36  2.77
H  3.80  -2.98  2.97
H  -5.84  3.97  -6.61
H  -6.87  1.66  -6.54
H  -4.20  3.38  1.25
H  3.97  -6.27  0.94
H  -3.98  4.51  -3.29
H  -2.65  3.58  -3.98
H  6.20  -5.14  0.89
H  -2.51  -0.81  -1.93
H  -3.25  2.64  -0.80
H  2.85  -0.99  3.47
H  -4.62  2.13  -3.49
H  3.72  -1.56  5.68
H  -2.40  2.31  2.62
H  0.39  -1.88  -1.22
H  -3.65  4.61  -5.01
H  7.58  -5.28  -1.17
H  5.21  1.25  5.53
H  -4.87  1.01  -5.62
H  -3.89  4.91  2.05
H  6.23  -6.77  0.26
H  -0.22  3.15  0.81
H  -3.20  1.48  -5.40
H  5.66  -0.10  6.58
H  -2.54  0.82  -2.48
H  3.38  -0.06  7.61
H  0.65  0.68  5.06
H  -7.59  2.67  -7.80
H  -3.91  1.86  -7.70
H  0.52  -2.40  1.71
H  -5.63  3.12  -4.52
H  -3.44  3.36  -6.94
H  -5.41  3.72  -8.28
H  -1.42  -2.03  -1.17
H  6.19  -4.24  -1.47
H  0.51  0.10  3.39
H  5.07  -3.18  0.85
H  5.28  1.48  7.28
H  2.48  -3.95  2.31
H  3.91  -4.06  -1.18
H  4.24  -0.01  3.86

Mulliken population analysis, charges in e, atoms 1 to 6: S -0.198; S 1.272; F -0.260; O -0.582; O -0.682; O -0.467